(1)
Here is the molecule C8H10N2 from the Open Molecules 2025 dataset. Energies are from ωB97M-V with the def2-TZVPD basis set.

Atoms and positions in Å:
C  -0.6846  -1.3743  -0.7434
C  -1.9951  -1.7445  -0.6103
C  -2.0126  0.3747  -0.1514
C  -0.7110  0.0838  -0.6134
C  1.7509  1.0700  1.5548
C  0.7679  1.8739  1.3389
C  1.9976  -0.0924  0.6050
C  1.6665  0.4413  -0.8410
N  -2.7631  -0.7572  -0.2751
N  0.2889  0.9953  -0.7343
H  0.0897  -1.9593  -1.2034
H  -2.5269  -2.5896  -0.8925
H  -2.6497  1.1957  -0.0356
H  2.2862  1.1743  2.5243
H  0.1184  2.6380  1.4380
H  3.0268  -0.4778  0.6995
H  1.2280  -0.7209  0.7610
H  2.2241  1.2681  -1.2319
H  1.6119  -0.4559  -1.5152
H  -3.7139  -0.9431  -0.0738

As for the highest occupied orbital energy (alpha / beta): -6.74 / -6.96 eV. As for the max |F|: 0.099 hartree/bohr. The calculation puts the energy above the lowest of the compared OMol25 structures with the same formula, charge and spin at 112.68 kcal/mol. Its LUMO energy (alpha / beta) is 0.216 / 0.687 eV. For the HOMO-LUMO gap (alpha / beta), the calculation gives 6.96 / 7.64 eV.

How is the electron density shared among the atoms? According to natural (NBO), the charges in e are: -0.387 -0.039 -0.128 0.062 -0.272 0.021 -0.434 -0.236 -0.478 -0.420 0.220 0.193 0.202 0.232 0.203 0.214 0.232 0.208 0.199 0.408



(2)
Here is a structure of composition C32H25BrN3O6Tm from the Open Molecules 2025 dataset. Energies are from ωB97M-V with the def2-TZVPD basis set.

Atoms and positions in Å:
Tm  -0.4141  -1.2058  -0.1884
O  3.0617  -1.9300  -2.6918
C  3.9402  -0.9708  -2.3673
C  5.1589  -0.9230  -3.0462
C  6.1052  0.0265  -2.7259
C  5.8600  0.9465  -1.7180
C  4.6521  0.9115  -1.0454
C  3.6773  -0.0232  -1.3700
C  2.3313  0.0031  -0.6554
O  1.5590  -1.0961  -0.8001
N  1.5717  1.1692  -1.2123
N  0.2759  1.2056  -0.9744
C  -0.3740  2.3113  -1.1277
C  -1.7770  2.4363  -0.9141
Br  -2.6738  0.7452  -0.4720
C  -2.5219  3.5542  -1.0051
C  -2.0169  4.8924  -1.2887
C  -2.7638  5.7182  -2.1329
C  -2.3144  6.9832  -2.4546
C  -1.1214  7.4544  -1.9322
C  -0.3873  6.6591  -1.0684
C  -0.8353  5.3935  -0.7372
H  2.3260  -1.8607  -2.0221
H  5.3272  -1.6481  -3.8246
H  7.0433  0.0443  -3.2587
H  6.6114  1.6764  -1.4538
H  4.4597  1.6231  -0.2535
H  2.5124  0.2417  0.4249
H  2.0761  2.0530  -1.2981
H  0.1457  3.2122  -1.4512
H  -3.5926  3.4652  -0.8937
H  -3.6883  5.3538  -2.5529
H  -2.8931  7.6129  -3.1131
H  -0.7787  8.4488  -2.1767
H  0.5376  7.0304  -0.6506
H  -0.2909  4.8138  -0.0072
C  -4.1075  -3.1729  -0.9860
C  -2.5953  -3.1647  -0.9821
O  -2.0090  -2.1008  -1.3132
C  -1.8855  -4.3664  -0.6665
C  -2.5071  -5.6335  -0.7485
C  -1.7798  -6.7886  -0.6690
C  -0.3941  -6.7296  -0.4503
C  0.2276  -5.5309  -0.2626
C  -0.4831  -4.2998  -0.3295
O  0.1201  -3.2087  -0.0567
H  -4.4816  -2.1612  -1.1285
H  -4.4794  -3.5706  -0.0450
H  -4.4782  -3.8015  -1.7916
H  -3.5703  -5.6934  -0.9292
H  -2.2584  -7.7473  -0.7969
H  0.1854  -7.6416  -0.4293
H  1.2832  -5.4542  -0.0535
O  -1.5624  -1.8186  1.6801
C  -0.9180  -0.9872  2.3418
N  -0.1889  -0.0204  1.7501
C  0.3660  0.7989  2.7122
O  1.0618  1.7625  2.4786
C  -0.0579  0.2769  4.0513
C  0.2085  0.6994  5.3336
C  -0.3339  -0.0378  6.3834
C  -1.1121  -1.1602  6.1475
C  -1.3834  -1.5860  4.8502
C  -0.8510  -0.8488  3.8151
H  0.8236  1.5688  5.5110
H  -0.1380  0.2702  7.4008
H  -1.5099  -1.7174  6.9823
H  -1.9796  -2.4633  4.6599

As for the highest occupied orbital energy (alpha / beta): -7.86 / -7.86 eV. As for the max |F|: 0.031 hartree/bohr. The calculation puts the energy above the lowest of the compared OMol25 structures with the same formula, charge and spin at 7.70 kcal/mol. Its LUMO energy (alpha / beta) is -0.304 / -0.302 eV. The expectation value of S² is 2.002. As for the multiplicity: 3. For the HOMO-LUMO gap (alpha / beta), the calculation gives 7.56 / 7.56 eV.

How is the electron density shared among the atoms? According to natural (NBO), the charges in e are: 1.899 -0.701 0.410 -0.295 -0.188 -0.262 -0.187 -0.184 0.277 -0.903 -0.403 -0.208 -0.090 -0.024 0.119 -0.217 -0.089 -0.142 -0.221 -0.208 -0.192 -0.215 0.513 0.218 0.210 0.209 0.206 0.158 0.367 0.200 0.228 0.206 0.216 0.216 0.216 0.223 -0.709 0.639 -0.716 -0.335 -0.074 -0.304 -0.139 -0.292 0.476 -0.769 0.236 0.241 0.243 0.199 0.214 0.215 0.227 -0.667 0.650 -0.764 0.685 -0.558 -0.143 -0.162 -0.193 -0.198 -0.190 -0.070 0.231 0.218 0.219 0.229



(3)
Here is a cluster of 7 separate species, C2H16O6 in total from the Open Molecules 2025 dataset. Energies are from ωB97M-V with the def2-TZVPD basis set.

Atoms and positions in Å:
C  -6.1122  1.6992  -0.7357
C  -5.0022  1.5761  -0.0697
H  -6.3284  0.8627  -1.4944
H  -6.6648  2.5598  -0.8410
H  -4.3846  0.5935  -0.1040
H  -4.7104  2.2542  0.7255
O  4.7787  0.0905  1.1985
H  4.3419  0.5602  0.5012
H  5.1138  0.8403  1.6539
O  0.8161  3.0958  0.7630
H  0.3894  3.7851  0.0580
H  0.5493  2.2946  0.2768
O  1.7237  -2.0892  -0.5302
H  1.3410  -1.7375  0.2681
H  2.5410  -2.4484  -0.3265
O  -0.5742  1.3453  -0.7163
H  -0.7562  0.4590  -0.4773
H  -1.4572  1.8908  -0.5506
O  3.7242  -3.9363  1.2616
H  4.2344  -4.7659  1.0478
H  4.4925  -3.3319  1.2853
O  -1.6229  -1.0693  -1.2208
H  -1.7150  -1.1948  -2.1620
H  -1.0652  -1.7677  -1.0739

As for the highest occupied orbital energy: -10.46 eV. As for the max |F|: 0.084 hartree/bohr. As for the SMILES: C=C.O.O.O.O.O.O. The calculation puts the energy above the lowest of the compared OMol25 structures with the same formula, charge and spin at 61.77 kcal/mol. Its LUMO energy is 0.525 eV. For the HOMO-LUMO gap, the calculation gives 10.99 eV.

How is the electron density shared among the atoms? According to natural (NBO), the charges in e are: -0.381 -0.392 0.188 0.193 0.199 0.192 -0.932 0.468 0.464 -0.964 0.448 0.491 -0.953 0.469 0.482 -0.966 0.497 0.482 -0.941 0.469 0.473 -0.936 0.477 0.471



(4)
Here is a structure of composition C21H16BrN4OOs from the Open Molecules 2025 dataset. Energies are from ωB97M-V with the def2-TZVPD basis set.

Atoms and positions in Å:
Os  -0.5148  -0.1311  -0.0625
Br  2.6921  -6.0403  -3.1625
C  1.7397  -4.7890  -2.2192
C  0.7422  -5.2008  -1.3038
C  0.0224  -4.2763  -0.6012
C  0.2767  -2.8978  -0.7675
O  -0.4232  -2.0649  -0.0510
C  1.2811  -2.4707  -1.7003
C  1.5629  -1.1003  -1.9619
N  0.9846  -0.0825  -1.3816
C  1.3339  1.2723  -1.7273
C  2.4923  1.6940  -2.3232
C  2.6512  3.0518  -2.6710
C  1.6532  3.9552  -2.4342
C  0.4557  3.5430  -1.7967
C  -0.6378  4.3986  -1.5450
C  -1.7794  3.9156  -0.9382
C  -1.8254  2.5890  -0.5394
N  -0.7978  1.7482  -0.7392
C  0.3250  2.2010  -1.4154
C  1.9918  -3.4267  -2.4129
H  0.5521  -6.2587  -1.1742
H  -0.7481  -4.5779  0.0960
H  2.3106  -0.8947  -2.7227
H  3.3043  1.0085  -2.5337
H  3.5723  3.3672  -3.1415
H  1.7641  4.9910  -2.7296
H  -0.5774  5.4388  -1.8448
H  -2.6328  4.5531  -0.7554
H  -2.6895  2.1802  -0.0315
H  2.7471  -3.1267  -3.1295
N  -2.2460  -0.1914  5.7724
C  -1.8817  -0.1956  4.5133
C  -1.2704  0.9517  3.9104
C  -0.9156  0.9101  2.6136
N  -1.1280  -0.1933  1.7998
C  -1.6744  -1.3171  2.3964
C  -2.0671  -1.3449  3.6848
H  -2.1079  0.6164  6.3632
H  -2.6762  -0.9982  6.2028
H  -1.0915  1.8493  4.4875
H  -0.4435  1.7605  2.1398
H  -1.8049  -2.1741  1.7531
H  -2.5218  -2.2422  4.0836

As for the highest occupied orbital energy (alpha / beta): -17.09 / -17.09 eV. As for the charge: +3. As for the max |F|: 0.019 hartree/bohr. Its LUMO energy (alpha / beta) is -12.254 / -12.232 eV. For the HOMO-LUMO gap (alpha / beta), the calculation gives 4.84 / 4.86 eV.

How is the electron density shared among the atoms? According to natural (NBO), the charges in e are: 1.299 0.311 -0.065 -0.137 -0.201 0.428 -0.525 -0.162 0.246 -0.453 0.038 -0.125 -0.172 -0.104 -0.124 0.022 -0.257 0.135 -0.544 0.257 -0.146 0.277 0.261 0.239 0.247 0.270 0.264 0.267 0.281 0.243 0.261 -0.635 0.325 -0.268 0.071 -0.525 0.075 -0.269 0.438 0.439 0.270 0.229 0.249 0.268



(5)
Here is a structure of composition CH2O3Yb from the Open Molecules 2025 dataset. Energies are from ωB97M-V with the def2-TZVPD basis set.

Atoms and positions in Å:
H  -0.6217  1.6333  -0.2168
O  -0.0473  -1.1171  -0.3063
C  -0.5451  -0.0321  0.2705
O  -1.6207  0.4952  -0.0725
O  0.3576  0.9190  0.1480
Yb  2.6601  0.0121  -0.0546
H  -0.1830  -1.9103  0.2318

As for the highest occupied orbital energy (alpha / beta): -17.78 / -20.43 eV. As for the charge: +2. As for the max |F|: 0.153 hartree/bohr. The calculation puts the energy above the lowest of the compared OMol25 structures with the same formula, charge and spin at 77.65 kcal/mol. Its LUMO energy (alpha / beta) is -10.765 / -13.684 eV. The expectation value of S² is 2.001. As for the multiplicity: 3. For the HOMO-LUMO gap (alpha / beta), the calculation gives 7.02 / 6.74 eV.

How is the electron density shared among the atoms? According to natural (NBO), the charges in e are: 0.628 -0.695 0.958 -0.460 -0.883 1.902 0.550



(6)
Here is a cluster of 8 separate species, C27H52N7P in total from the Open Molecules 2025 dataset. Energies are from ωB97M-V with the def2-TZVPD basis set.

Atoms and positions in Å:
C  6.3468  -2.4992  0.0028
C  5.9326  -1.0501  -0.2753
C  4.6974  -0.9878  -1.1830
C  3.8658  0.3094  -1.0483
C  2.3741  0.0196  -0.9846
C  1.4943  1.2514  -0.6975
C  0.2281  0.8410  0.0732
C  -0.9946  1.7081  -0.2232
C  -2.0991  1.5343  0.8368
C  -2.4244  0.0881  1.2004
C  -2.8814  -0.7838  0.0175
C  -2.5089  -2.2756  0.1832
C  -3.6672  -3.2562  -0.0556
P  -4.6435  -2.9933  -1.6791
H  7.1009  -2.5708  0.7844
H  6.7102  -2.9663  -0.9135
H  5.4805  -3.0767  0.3283
H  6.7619  -0.5265  -0.7545
H  5.6991  -0.5714  0.6759
H  4.9729  -1.1573  -2.2253
H  4.0502  -1.8250  -0.9064
H  4.0773  0.9285  -1.9272
H  4.1864  0.8774  -0.1752
H  2.2157  -0.6837  -0.1596
H  2.0202  -0.4816  -1.8870
H  1.2133  1.7215  -1.6409
H  2.0536  1.9540  -0.0825
H  -0.0139  -0.1900  -0.2027
H  0.4208  0.8336  1.1480
H  -0.7028  2.7588  -0.2645
H  -1.4127  1.4230  -1.1904
H  -3.0065  2.0548  0.5232
H  -1.7477  2.0375  1.7434
H  -1.5991  -0.4032  1.7133
H  -3.2402  0.1131  1.9300
H  -2.3871  -0.4088  -0.8802
H  -3.9563  -0.6828  -0.1375
H  -2.1677  -2.4139  1.2132
H  -1.6567  -2.5513  -0.4422
H  -3.2454  -4.2668  -0.1190
H  -4.3190  -3.2566  0.8220
H  -4.5290  -4.3720  -2.0097
H  -3.6295  -2.1439  -2.2104
H  -5.7795  -2.5206  -0.9642
H  -5.4036  -2.7973  -2.9232
C  -7.2681  -4.3666  2.5854
C  -7.4809  -4.0940  1.1714
N  -7.6630  -3.8766  0.0581
H  -7.9352  -5.1608  2.9145
H  -6.2403  -4.6693  2.7565
H  -7.4753  -3.4642  3.1569
C  -2.6083  -7.2243  1.0762
C  -3.8738  -6.8627  1.7017
N  -4.8694  -6.5781  2.1953
H  -2.2308  -6.3808  0.5016
H  -1.8823  -7.4894  1.8419
H  -2.7555  -8.0735  0.4122
C  5.6033  3.8700  -1.8579
C  4.4258  3.9752  -1.0055
N  3.4994  4.0580  -0.3333
H  5.7212  4.7833  -2.4373
H  6.4887  3.7192  -1.2438
H  5.4903  3.0264  -2.5360
C  -6.6600  -0.2122  1.5114
C  -5.7848  -1.1089  2.2557
N  -5.1027  -1.8224  2.8422
H  -6.0816  0.6228  1.1197
H  -7.1158  -0.7546  0.6836
H  -7.4414  0.1686  2.1658
C  1.5771  7.2758  -0.3803
C  2.1490  8.4542  0.2581
N  2.5689  9.3850  0.7841
H  2.1017  6.3814  -0.0464
H  0.5243  7.1941  -0.1140
H  1.6702  7.3606  -1.4612
C  -0.3371  10.1925  3.0499
C  -0.8729  8.9985  2.4086
N  -1.2563  8.0555  1.8776
H  -0.2261  10.0185  4.1181
H  0.6361  10.4253  2.6198
H  -1.0122  11.0309  2.8913
C  8.4666  -3.6855  -3.9263
C  7.8482  -4.9207  -3.4582
N  7.3587  -5.8888  -3.0847
H  9.5177  -3.6708  -3.6459
H  8.3846  -3.6196  -5.0091
H  7.9654  -2.8302  -3.4770

As for the highest occupied orbital energy: -7.62 eV. As for the max |F|: 0.019 hartree/bohr. As for the SMILES: CCCCCCCCCCCCC[PH4].CC#N.CC#N.CC#N.CC#N.CC#N.CC#N.CC#N. Its LUMO energy is 0.382 eV. For the HOMO-LUMO gap, the calculation gives 8.00 eV.

How is the electron density shared among the atoms? According to Mulliken, the charges in e are: -1.193 -0.314 -0.720 -0.206 -1.157 -0.452 -0.417 -0.847 -1.132 -0.791 -0.195 -0.925 -0.217 0.118 0.390 0.143 0.357 0.229 0.388 0.342 0.402 0.023 0.358 0.546 0.233 0.423 0.294 0.102 0.386 0.413 0.371 0.293 0.435 0.407 0.356 0.391 0.332 0.414 0.274 -0.118 0.081 0.022 0.001 -0.007 0.049 -0.824 0.471 -0.492 0.341 0.264 0.289 -0.801 0.358 -0.363 0.235 0.283 0.274 -0.831 0.447 -0.432 0.323 0.269 0.249 -0.928 0.559 -0.493 0.268 0.258 0.383 -0.485 0.337 -0.440 0.091 0.230 0.268 -0.681 0.331 -0.395 0.253 0.232 0.257 -0.660 0.310 -0.364 0.253 0.280 0.189



(7)
Here is a structure of composition C5H5N3O5S from the Open Molecules 2025 dataset. Energies are from ωB97M-V with the def2-TZVPD basis set.

Atoms and positions in Å:
C  -2.0033  0.1700  0.4104
C  -1.7382  -1.1747  0.1320
C  -0.8434  0.9090  0.4598
C  -0.3738  -1.3020  -0.0033
C  1.5398  0.2229  0.0458
N  0.2121  -0.0717  0.2995
N  2.1224  1.4878  0.4194
N  1.9087  1.2393  -0.8972
O  2.4431  -0.8005  0.2297
O  4.3340  0.1816  -1.1656
O  4.8119  -0.4525  1.1552
O  -0.6429  2.1636  0.7978
O  0.3916  -2.3487  -0.2175
S  3.9579  0.1991  0.2426
H  -2.9783  0.5122  0.6637
H  -2.4402  -1.8664  -0.1123
H  2.7487  0.9559  -1.5668
H  0.1275  2.5062  0.4671
H  1.3252  -2.0030  -0.3077

As for the highest occupied orbital energy (alpha / beta): -7.49 / -7.49 eV. As for the max |F|: 0.071 hartree/bohr. The calculation puts the energy above the lowest of the compared OMol25 structures with the same formula, charge and spin at 50.20 kcal/mol. Its LUMO energy (alpha / beta) is -3.003 / -2.994 eV. For the HOMO-LUMO gap (alpha / beta), the calculation gives 4.49 / 4.50 eV.

How is the electron density shared among the atoms? According to natural (NBO), the charges in e are: -0.313 -0.365 0.405 0.477 0.592 -0.453 -0.121 -0.424 -0.701 -0.882 -0.826 -0.639 -0.651 2.012 0.227 0.225 0.457 0.481 0.499



(8)
Here is a cluster of 2 separate species, C4H8O3 in total from the Open Molecules 2025 dataset. Energies are from ωB97M-V with the def2-TZVPD basis set.

Atoms and positions in Å:
C  0.6579  -1.2571  -1.5607
C  0.5542  -0.0208  -1.0784
C  1.0820  0.3562  0.2760
O  0.4318  1.5072  0.8430
C  -0.4636  1.2994  1.8067
O  -0.8477  0.2273  2.2073
H  0.3659  -1.4961  -2.5790
H  1.0458  -2.0729  -0.9532
H  0.1425  0.7884  -1.6777
H  2.1243  0.6656  0.1656
H  1.0235  -0.4786  0.9797
H  -0.7928  2.2655  2.2140
O  -2.0565  -0.3524  -0.3621
H  -1.4726  -0.9544  -0.8427
H  -1.7946  -0.4773  0.5615

As for the highest occupied orbital energy: -10.09 eV. As for the max |F|: 0.010 hartree/bohr. As for the SMILES: C=CCOC=O.O. The calculation puts the energy above the lowest of the compared OMol25 structures with the same formula, charge and spin at 39.87 kcal/mol. Its LUMO energy is 0.881 eV. For the HOMO-LUMO gap, the calculation gives 10.97 eV.

How is the electron density shared among the atoms? According to natural (NBO), the charges in e are: -0.440 -0.175 -0.136 -0.492 0.669 -0.617 0.213 0.199 0.224 0.209 0.216 0.132 -0.956 0.474 0.480